Entry 1:
This record from the OMol25 dataset describes 14 unconnected molecules or ions with the total composition C23H71FN3O16 in a non-equilibrium geometry. The level of theory is ωB97M-V/def2-TZVPD.

Calculated values
Lowest unoccupied orbital energy = -0.0983 Ha
E_tot = -64938.774 eV
Frontier orbital gap = 8.25 eV
Charge = +1
HOMO energy = -10.920 eV
Energy relative to the best compared isomer or geometry (same formula, charge and spin) = 0.000 eV

Last column: Löwdin charge in e.
Positions of all 114 atoms, in Å:
1 C 3.010 -2.004 -1.670  -0.098
2 C 2.534 -0.604 -1.238  -0.209
3 C 1.149 -0.782 -0.558  -0.171
4 C 0.862 0.115 0.663  -0.112
5 N -0.031 -0.501 1.660  0.183
6 C -1.246 -0.872 1.431  -0.351
7 N -2.007 -1.468 2.407  0.111
8 C -2.409 -2.863 2.000  -0.102
9 C -3.843 -2.870 1.435  -0.068
10 C -3.880 -3.655 0.144  -0.524
11 O -3.430 -4.758 0.006  0.139
12 O -4.393 -2.991 -0.927  0.109
13 N -1.763 -0.643 0.172  0.111
14 C -2.368 0.681 0.010  -0.066
15 C -3.324 1.065 1.115  -0.445
16 O -4.511 0.883 1.119  0.160
17 F -2.722 1.683 2.145  0.120
18 H 2.124 -2.601 -1.856  0.056
19 H 3.573 -1.978 -2.589  0.063
20 H 3.566 -2.457 -0.860  0.067
21 H 3.258 -0.093 -0.610  0.082
22 H 2.376 0.008 -2.120  0.102
23 H 0.990 -1.813 -0.255  0.091
24 H 0.410 -0.552 -1.317  0.098
25 H 0.451 1.078 0.374  0.095
26 H 1.800 0.326 1.163  0.095
27 H 0.348 -0.651 2.582  0.151
28 H -1.445 -1.573 3.249  0.108
29 H -1.733 -3.175 1.209  0.123
30 H -2.321 -3.542 2.834  0.134
31 H -4.578 -3.228 2.144  0.137
32 H -4.083 -1.842 1.187  0.092
33 H -5.006 -2.310 -0.629  0.115
34 H -2.354 -1.391 -0.160  0.125
35 H -2.962 0.645 -0.891  0.142
36 H -1.628 1.458 -0.134  0.103
37 C -2.393 -0.032 6.197  -0.132
38 O -1.727 -1.159 5.618  -0.148
39 H -2.274 0.809 5.519  0.074
40 H -3.457 -0.236 6.327  0.082
41 H -1.950 0.223 7.162  0.082
42 H -1.832 -1.900 6.219  0.077
43 C 2.796 -5.410 -3.221  -0.149
44 O 3.784 -4.371 -3.255  -0.133
45 H 1.882 -5.026 -3.659  0.041
46 H 3.133 -6.271 -3.794  0.069
47 H 2.603 -5.706 -2.185  0.078
48 H 4.586 -4.725 -2.865  0.077
49 C 1.051 4.644 -0.107  -0.134
50 O 0.519 3.308 -0.126  -0.139
51 H 1.959 4.633 0.465  0.025
52 H 1.271 4.968 -1.130  0.093
53 H 0.346 5.330 0.354  0.062
54 H -0.294 3.338 -0.640  0.048
55 C -0.141 -3.008 -4.870  -0.128
56 O 0.016 -3.823 -3.708  -0.149
57 H 0.851 -2.810 -5.268  0.083
58 H -0.735 -3.523 -5.628  0.082
59 H -0.621 -2.060 -4.617  0.074
60 H -0.862 -3.996 -3.356  0.076
61 C 2.766 7.843 1.210  -0.135
62 O 2.600 6.482 1.613  -0.146
63 H 2.138 8.006 0.338  0.079
64 H 2.455 8.525 2.004  0.078
65 H 3.805 8.046 0.943  0.080
66 H 3.155 6.340 2.384  0.077
67 C -3.089 4.407 -1.928  -0.100
68 O -3.017 3.495 -0.822  -0.143
69 H -2.076 4.612 -2.261  0.082
70 H -3.653 3.963 -2.750  0.087
71 H -3.562 5.341 -1.627  0.067
72 H -3.921 3.331 -0.538  0.077
73 C 2.666 -2.502 2.761  -0.153
74 O 2.488 -3.248 1.566  -0.111
75 H 3.065 -1.528 2.481  0.066
76 H 1.712 -2.365 3.289  0.065
77 H 3.374 -2.991 3.433  0.090
78 H 2.142 -4.113 1.803  0.083
79 C -1.588 6.018 2.632  -0.141
80 O -1.745 5.291 1.416  -0.142
81 H -1.198 7.001 2.382  0.079
82 H -2.546 6.136 3.144  0.077
83 H -0.880 5.516 3.298  0.078
84 H -2.087 4.422 1.636  0.053
85 C 3.871 2.853 0.615  -0.116
86 O 3.642 1.493 0.987  -0.147
87 H 3.258 3.072 -0.252  0.072
88 H 3.587 3.514 1.437  0.075
89 H 4.922 3.014 0.362  0.089
90 H 4.201 1.328 1.754  0.053
91 C 2.230 -6.246 -7.087  -0.148
92 O 2.418 -7.065 -5.940  -0.132
93 H 3.210 -6.040 -7.511  0.080
94 H 1.620 -6.756 -7.838  0.076
95 H 1.755 -5.298 -6.817  0.067
96 H 1.551 -7.242 -5.563  0.069
97 C -6.160 7.208 -1.894  -0.158
98 O -4.904 7.445 -2.524  -0.133
99 H -6.802 6.710 -2.615  0.079
100 H -6.044 6.565 -1.016  0.069
101 H -6.629 8.147 -1.591  0.078
102 H -4.340 7.890 -1.886  0.073
103 C 3.610 0.725 4.696  -0.140
104 O 4.796 0.994 3.953  -0.120
105 H 2.940 0.156 4.055  0.050
106 H 3.834 0.134 5.587  0.084
107 H 3.113 1.653 4.992  0.083
108 H 5.386 1.497 4.520  0.085
109 C -0.248 -7.578 -1.711  -0.141
110 O 0.232 -6.871 -2.849  -0.133
111 H -0.123 -8.641 -1.902  0.080
112 H 0.325 -7.310 -0.817  0.074
113 H -1.307 -7.372 -1.537  0.074
114 H 0.131 -5.931 -2.683  0.034


Entry 2:
This record from the OMol25 dataset describes 2 unconnected molecules or ions with the total composition C4H8ClNO4 in a non-equilibrium geometry. The level of theory is ωB97M-V/def2-TZVPD.

Calculated values
Multiplicity = 3
Lowest unoccupied orbital energy (spin up / spin down) = 0.0205 / -0.0617 Ha
E_tot = -26472.187 eV
Frontier orbital gap (spin up / spin down) = 6.15 / 7.11 eV
Charge = 0
HOMO energy (spin up / spin down) = -5.590 / -8.791 eV
Energy relative to the best compared isomer or geometry (same formula, charge and spin) = 1.555 eV
Expectation value of S² = 2.01

Last column: Löwdin charge in e.
Positions of all 18 atoms, in Å:
1 C -0.627 1.950 0.932  -0.065
2 C 0.318 1.034 0.215  -0.219
3 C 0.610 -1.970 0.889  -0.453
4 C 1.165 -2.449 -0.198  -0.591
5 N 0.171 0.640 -0.976  -0.307
6 O -0.900 1.214 -1.730  0.054
7 O 0.884 -0.189 -1.548  0.080
8 O 2.463 -2.423 -0.492  0.112
9 O 0.371 -3.075 -1.095  0.097
10 Cl 1.588 -1.032 1.985  0.683
11 H -1.587 1.868 0.449  0.057
12 H -0.437 1.764 2.070  0.111
13 H -0.321 3.044 0.757  0.097
14 H 1.157 0.708 0.716  0.000
15 H -0.417 -1.867 1.051  0.069
16 H -1.200 0.516 -2.334  0.116
17 H 2.935 -2.190 0.284  0.062
18 H 0.578 -2.632 -1.908  0.097


Entry 3:
This record from the OMol25 dataset describes a molecular structure, C29H26AlO2PTe4. The level of theory is ωB97M-V/def2-TZVPD.

Calculated values
Lowest unoccupied orbital energy = 0.1529 Ha
E_tot = -79650.786 eV
Frontier orbital gap = 4.41 eV
Charge = -2
HOMO energy = -0.249 eV
Energy relative to the best compared isomer or geometry (same formula, charge and spin) = 3.888 eV

Last column: Löwdin charge in e.
Positions of all 63 atoms, in Å:
1 Al 0.696 1.369 -0.926  0.169
2 Te -2.041 3.421 -1.163  0.392
3 Te -4.185 5.868 -1.342  -0.454
4 Te -5.100 3.298 -1.562  -0.398
5 Te -2.641 0.669 -0.881  0.370
6 O 2.323 0.671 -0.183  0.018
7 C 2.465 0.086 -1.317  -0.508
8 O 1.822 0.634 -2.287  0.035
9 C 2.947 -1.311 -1.380  -0.202
10 C 4.246 -1.760 -1.573  -0.057
11 C 4.466 -3.128 -1.514  -0.131
12 C 3.393 -3.976 -1.244  -0.125
13 C 2.116 -3.467 -1.038  -0.123
14 C 1.830 -2.095 -1.101  -0.076
15 P -0.496 -0.754 -0.800  0.735
16 C -0.852 -1.821 -2.234  -0.428
17 C -0.884 -1.272 -3.510  -0.110
18 C -1.156 -2.077 -4.603  -0.089
19 C -1.418 -3.432 -4.437  -0.112
20 C -1.398 -3.977 -3.161  -0.098
21 C -1.109 -3.177 -2.065  -0.108
22 C -0.643 -1.701 0.759  -0.405
23 C -1.869 -2.220 1.162  -0.129
24 C -1.985 -2.888 2.372  -0.091
25 C -0.882 -3.014 3.207  -0.109
26 C 0.337 -2.472 2.823  -0.099
27 C 0.458 -1.825 1.601  -0.111
28 H 5.061 -1.070 -1.765  0.101
29 H 5.460 -3.531 -1.668  0.082
30 H 3.563 -5.048 -1.193  0.082
31 H 1.319 -4.176 -0.813  0.078
32 H -0.718 -0.211 -3.647  0.101
33 H -1.177 -1.638 -5.593  0.098
34 H -1.643 -4.054 -5.296  0.088
35 H -1.603 -5.031 -3.013  0.093
36 H -1.079 -3.614 -1.075  0.094
37 H -2.741 -2.070 0.535  0.074
38 H -2.945 -3.293 2.670  0.096
39 H -0.977 -3.522 4.160  0.091
40 H 1.197 -2.547 3.477  0.099
41 H 1.410 -1.411 1.295  0.099
42 C 1.893 3.698 1.233  -0.058
43 C 0.410 3.788 0.817  -0.609
44 C 0.071 5.284 0.767  -0.098
45 C 0.140 3.166 -0.577  -0.586
46 C -0.454 3.046 1.836  -0.217
47 C -0.128 1.732 2.190  -0.058
48 C -0.924 0.988 3.045  -0.083
49 C -2.082 1.546 3.569  -0.097
50 C -2.427 2.841 3.221  -0.073
51 C -1.620 3.584 2.367  -0.055
52 H 2.516 4.182 0.475  0.084
53 H 2.241 2.673 1.336  0.054
54 H 2.054 4.209 2.187  0.083
55 H 0.732 5.771 0.046  0.082
56 H 0.223 5.760 1.742  0.085
57 H -0.957 5.469 0.450  0.019
58 H 0.640 3.791 -1.334  0.029
59 H 0.775 1.266 1.801  0.090
60 H -0.651 -0.034 3.278  0.082
61 H -2.724 0.961 4.218  0.093
62 H -3.350 3.275 3.585  0.101
63 H -1.947 4.572 2.073  0.100


Entry 4:
This record from the OMol25 dataset describes a molecular structure, C44H53KNO2PS5 in a non-equilibrium geometry. The level of theory is ωB97M-V/def2-TZVPD.

Calculated values
Lowest unoccupied orbital energy = 0.1338 Ha
E_tot = -131868.502 eV
Frontier orbital gap = 5.72 eV
Charge = -2
HOMO energy = -2.078 eV

Last column: Löwdin charge in e.
Positions of all 107 atoms, in Å:
1 K -0.074 -0.904 -0.867  0.418
2 S -3.139 -0.486 -1.511  0.504
3 C -3.504 1.170 -1.381  -0.778
4 C -4.649 1.668 -2.033  -0.160
5 C -4.996 2.996 -2.001  -0.129
6 C -4.212 3.910 -1.303  -0.131
7 C -3.090 3.447 -0.641  -0.143
8 C -2.727 2.111 -0.675  -0.561
9 S -1.236 1.664 0.186  0.823
10 C -0.036 2.448 -0.973  -0.367
11 C 1.356 2.193 -0.520  -0.368
12 C 2.036 3.106 0.282  -0.073
13 C 3.318 2.789 0.699  -0.076
14 C 3.905 1.623 0.244  -0.025
15 C 3.164 0.793 -0.596  -0.361
16 C 3.777 -0.383 -1.253  -0.450
17 S 2.880 -1.931 -0.941  0.893
18 C 2.069 -2.438 -2.452  -0.586
19 C 1.580 -3.733 -2.334  -0.184
20 C 0.813 -4.325 -3.320  -0.128
21 C 0.559 -3.608 -4.483  -0.122
22 C 1.084 -2.349 -4.632  -0.165
23 C 1.837 -1.698 -3.635  -0.760
24 S 2.390 -0.120 -4.026  0.510
25 N 1.906 1.060 -0.928  0.091
26 H -5.248 0.964 -2.590  0.078
27 H -5.876 3.340 -2.532  0.087
28 H -4.472 4.961 -1.281  0.082
29 H -2.469 4.139 -0.086  0.098
30 H -0.262 3.514 -0.978  0.078
31 H -0.211 2.011 -1.957  0.095
32 H 1.555 4.023 0.587  0.103
33 H 3.849 3.454 1.364  0.103
34 H 4.912 1.350 0.529  0.103
35 H 4.816 -0.535 -0.956  0.070
36 H 3.687 -0.245 -2.347  -0.046
37 H 1.820 -4.280 -1.428  0.075
38 H 0.419 -5.323 -3.187  0.084
39 H -0.038 -4.045 -5.275  0.090
40 H 0.916 -1.791 -5.545  0.078
41 O -2.401 3.268 9.211  0.062
42 C -1.077 3.429 8.849  -0.497
43 O -0.311 3.831 9.708  0.049
44 C -0.718 3.118 7.484  -0.183
45 C 0.595 3.418 7.060  -0.041
46 C 1.015 3.180 5.787  -0.140
47 C 0.146 2.624 4.820  -0.794
48 S 0.659 2.390 3.228  0.577
49 C -1.159 2.288 5.251  -0.135
50 C -1.578 2.533 6.528  -0.057
51 H -2.912 2.986 8.443  0.067
52 H 1.262 3.860 7.787  0.108
53 H 2.024 3.422 5.482  0.085
54 H -1.830 1.839 4.530  0.092
55 H -2.595 2.246 6.793  0.098
56 C 0.624 -7.448 1.947  -0.207
57 C 0.145 -6.800 0.653  -0.207
58 C -0.775 -5.614 0.961  -0.217
59 C -0.269 -4.771 2.145  -0.436
60 C 1.225 -5.018 2.341  -0.218
61 C 1.521 -6.472 2.721  -0.188
62 P -0.537 -2.938 1.796  1.118
63 C -2.379 -2.670 2.001  -0.434
64 C -3.144 -3.130 0.761  -0.262
65 C -4.627 -2.844 0.953  -0.200
66 C -5.218 -3.686 2.097  -0.200
67 C -4.117 -4.243 3.001  -0.214
68 C -3.055 -3.185 3.287  -0.186
69 C 0.087 -2.051 3.333  -0.418
70 C 1.509 -1.543 3.072  -0.235
71 C 2.001 -0.719 4.258  -0.201
72 C 2.051 -1.522 5.567  -0.190
73 C 1.344 -2.867 5.426  -0.216
74 C -0.003 -2.745 4.710  -0.195
75 H 1.173 -8.368 1.733  0.099
76 H -0.248 -7.717 2.549  0.107
77 H -0.394 -7.530 0.042  0.107
78 H 1.011 -6.467 0.079  0.104
79 H -1.773 -5.998 1.188  0.099
80 H -0.849 -4.988 0.067  0.095
81 H -0.804 -5.068 3.055  0.103
82 H 1.610 -4.369 3.122  0.069
83 H 1.745 -4.756 1.417  0.112
84 H 1.376 -6.612 3.797  0.105
85 H 2.573 -6.685 2.508  0.106
86 H -2.418 -1.571 1.997  0.108
87 H -3.000 -4.193 0.574  0.090
88 H -2.793 -2.578 -0.111  0.017
89 H -5.153 -3.032 0.017  0.104
90 H -4.733 -1.781 1.172  0.107
91 H -5.809 -4.517 1.696  0.099
92 H -5.892 -3.067 2.695  0.101
93 H -3.656 -5.108 2.523  0.095
94 H -4.556 -4.589 3.943  0.104
95 H -2.324 -3.600 3.977  0.071
96 H -3.538 -2.352 3.801  0.119
97 H -0.553 -1.158 3.347  0.110
98 H 1.497 -0.901 2.189  0.094
99 H 2.196 -2.368 2.870  0.099
100 H 1.331 0.132 4.370  0.042
101 H 2.988 -0.319 4.022  0.107
102 H 1.580 -0.946 6.367  0.106
103 H 3.086 -1.705 5.870  0.099
104 H 1.176 -3.301 6.417  0.105
105 H 1.994 -3.560 4.888  0.090
106 H -0.673 -2.171 5.353  0.117
107 H -0.415 -3.753 4.629  0.075